{
  "formula": "C11H26CaN6O7",
  "method": "wB97M-V/def2-TZVPD",
  "elements": ["O", "H", "Ca", "N", "N", "N", "N", "O", "O", "O", "O", "C", "C", "C", "C", "C", "H", "H", "H", "C", "H", "H", "H", "C", "C", "H", "H", "H", "H", "H", "H", "H", "H", "C", "H", "H", "H", "O", "H", "H", "C", "N", "C", "N", "O", "H", "H", "H", "H", "H", "H"],
  "xyz": [[-3.805, -0.172, 0.364], [-4.648, 0.307, 0.264], [-0.615, -0.196, -0.299], [-1.583, -1.144, 1.685], [-0.895, 1.166, 1.792], [0.015, -1.198, -2.360], [1.029, 1.099, -1.550], [-1.797, -2.341, 1.412], [-0.290, -2.531, -2.725], [1.707, 2.263, -1.101], [-0.371, 2.299, 1.682], [-1.876, 0.886, 2.734], [-2.332, -0.457, 2.630], [1.030, -0.715, -3.066], [1.595, 0.552, -2.615], [-3.507, -1.019, 3.329], [-4.306, -1.105, 2.578], [-3.840, -0.316, 4.108], [-3.294, -1.987, 3.814], [-2.379, 1.933, 3.637], [-2.832, 2.753, 3.054], [-1.586, 2.332, 4.297], [-3.166, 1.531, 4.277], [1.766, -1.585, -4.017], [2.854, 1.070, -3.206], [1.144, -2.418, -4.346], [2.674, -1.951, -3.516], [2.144, -1.063, -4.896], [3.282, 1.839, -2.565], [2.706, 1.472, -4.213], [3.580, 0.265, -3.327], [-1.134, -2.721, -2.277], [1.106, 2.702, -0.472], [-2.160, 1.479, -1.511], [-3.157, 1.016, -1.267], [-1.887, 1.373, -2.566], [-2.021, 2.487, -1.089], [-3.532, -2.104, -1.389], [-3.772, -1.559, -0.583], [-3.459, -1.420, -2.085], [3.570, 1.399, 1.770], [3.766, -0.033, 1.600], [2.880, -0.924, 1.067], [3.364, -2.200, 0.990], [1.725, -0.663, 0.656], [2.511, 1.653, 1.738], [4.103, 1.954, 0.979], [3.963, 1.695, 2.757], [4.716, -0.364, 1.702], [2.712, -2.955, 0.830], [4.303, -2.386, 1.294]],
  "atomic_forces_ev_per_a": [[-0.43, -0.61, 0.48], [0.63, -0.17, 0.11], [-0.87, 0.50, 0.72], [-0.06, -2.35, -1.26], [0.96, 1.03, -1.26], [1.71, -0.34, -2.14], [1.60, 0.22, -1.58], [-0.21, 1.81, 1.23], [-0.06, 0.92, 0.34], [-0.50, -0.82, -0.57], [-1.03, -0.88, 1.16], [0.24, -1.44, -0.35], [0.09, 2.06, 0.03], [-1.96, -1.92, 1.82], [-0.71, 1.72, 2.50], [-0.17, -0.01, 0.59], [0.30, -0.18, 0.09], [0.08, -0.34, -0.28], [-0.07, 0.28, -0.41], [-0.48, 0.36, 0.57], [0.37, -0.18, 0.17], [-0.27, -0.07, -0.51], [0.13, 0.12, -0.05], [0.41, -0.05, -0.60], [0.38, 0.19, -0.37], [0.24, 0.13, 0.14], [-0.31, -0.18, 0.01], [-0.20, 0.24, 0.01], [-0.08, -0.08, -0.21], [-0.12, 0.09, 0.12], [-0.02, -0.06, 0.11], [-0.05, 0.22, 0.01], [-0.18, -0.56, -0.12], [-0.40, -0.61, 0.38], [1.15, 0.63, -0.20], [0.01, 0.34, -0.01], [-0.11, -0.25, -0.34], [0.64, 0.09, -0.85], [0.08, 0.64, 0.03], [-0.24, -0.45, 0.65], [0.22, 0.16, -0.07], [-0.17, -0.17, -0.19], [-1.18, 0.15, -0.60], [-0.03, 0.13, -0.10], [1.27, 0.03, 0.81], [0.05, -0.18, -0.10], [-0.29, -0.09, 0.33], [-0.14, -0.08, -0.42], [-0.30, 0.10, 0.10], [0.26, 0.26, -0.03], [-0.19, -0.34, 0.08]],
  "multiplicity": 1,
  "e_tot_ha": -1967.28334,
  "homo_lumo_gap_ev": [3.83, 3.78],
  "relative_energy_kcal_mol": 64.1
}